No. 1
Here is C5H7NO in the gas phase from the OMol25 dataset. Energies are from ωB97M-V/def2-TZVPD.

```
14
Properties=species:S:1:pos:R:3:forces:R:3
C 0.9000 -0.1875 -1.8304 0.124 -0.062 -0.110
C 0.1308 0.4934 0.4863 -0.656 -0.571 -0.382
N -0.4623 1.2715 1.5248 -0.194 0.103 -0.107
C 0.1089 -0.0528 1.8123 0.112 -0.048 0.388
C -0.6739 -0.9183 0.9417 -0.151 0.142 -0.107
C 0.0918 0.7267 -0.9561 0.022 0.009 -0.141
O -0.6721 1.5657 -1.3936 0.518 -0.221 0.151
H 0.2403 -0.7282 -2.5149 0.102 0.090 0.081
H 1.4908 -0.8899 -1.2368 -0.075 0.073 -0.133
H 1.5667 0.4409 -2.4255 -0.005 -0.119 -0.012
H -1.4858 1.2501 1.4485 0.082 -0.137 0.327
H 0.8642 -0.2815 2.5507 -0.062 0.138 0.001
H -1.7250 -0.7156 0.7472 -0.056 -0.097 0.557
H -0.3745 -1.9746 0.8458 0.239 0.701 -0.512
```
Positions in Å, forces in eV/Å.

SMILES string   CC(=O)[C@@]12C[C@@H]1N2
Total charge   0
Maximum force   1.0 eV Å⁻¹
Energy relative to the best compared isomer or geometry (same formula, charge and spin)   378.6 kJ/mol
LUMO   0.91 eV


No. 2
Here is C4H6N2 in the gas phase at a distorted geometry from the OMol25 dataset. Energies are from ωB97M-V/def2-TZVPD.

```
12
Properties=species:S:1:pos:R:3:forces:R:3
C 1.5115 0.0645 -1.0405 2.084 0.753 1.389
C 0.2797 0.4119 -0.6882 -1.843 -0.038 -0.148
C -0.9498 -0.7841 1.1078 2.827 2.456 -0.046
C -0.5296 0.6819 0.5672 0.764 -1.748 0.593
N 1.2712 0.2679 -2.4446 -0.105 -1.189 -1.790
N 0.0302 0.3496 -2.4365 0.983 0.897 2.246
H 2.5422 -0.1098 -0.5308 -2.092 0.364 -0.928
H -1.0559 -1.3203 0.2234 -0.193 -1.615 -1.098
H -1.7406 -0.9250 1.7517 -2.389 0.528 1.021
H -0.1304 -1.0935 1.7450 0.550 -0.592 -0.485
H 0.1964 1.1764 1.2455 -0.632 -0.223 -0.084
H -1.4249 1.2804 0.5001 0.045 0.406 -0.668
```
Positions in Å, forces in eV/Å.

SMILES string   CCC1=CN=N1
Total charge   0
Maximum force   3.7 eV Å⁻¹
Energy relative to the best compared isomer or geometry (same formula, charge and spin)   547.2 kJ/mol
LUMO   -0.17 eV


No. 3
Here is CH6OP2 in the gas phase at a distorted geometry from the OMol25 dataset. Energies are from ωB97M-V/def2-TZVPD.

```
10
Properties=species:S:1:pos:R:3:forces:R:3
C -1.4054 -0.5413 -0.2848 1.412 -0.872 -0.908
O -0.1401 1.8452 -0.8091 -0.562 2.021 -0.806
P 1.8876 -0.4267 -0.3951 0.766 2.830 -0.980
P -0.0084 0.6725 0.0249 1.358 -3.018 3.039
H -2.2562 0.0363 0.0871 -0.319 -0.624 -0.286
H -1.3372 -0.5408 -1.4449 -0.557 -0.003 1.901
H -1.3334 -1.6687 0.0743 -0.077 2.662 -0.397
H 1.7063 -0.9684 0.7960 -0.169 -1.418 2.234
H 2.5982 0.7516 0.3014 -0.764 -1.480 -1.070
H 0.2884 0.8404 1.6502 -1.088 -0.098 -2.727
```
Positions in Å, forces in eV/Å.

SMILES string   C[P@H](=O)P
Total charge   0
Maximum force   4.5 eV Å⁻¹
Energy relative to the best compared isomer or geometry (same formula, charge and spin)   112.2 kJ/mol
LUMO   0.68 eV


No. 4
Here is C19H27FN4O4S in the gas phase from the OMol25 dataset. Energies are from ωB97M-V/def2-TZVPD.

```
56
Properties=species:S:1:pos:R:3:forces:R:3
C -0.9918 0.8913 0.6867 0.062 0.000 0.216
N 0.3935 1.0158 0.2483 -0.008 -0.037 -0.257
C 0.9746 2.2493 0.0695 -0.274 0.116 -0.104
O 1.7263 2.4884 -0.8640 0.212 -0.075 0.143
C 0.6833 3.2942 1.0781 0.030 0.002 -0.004
C 0.2837 3.1832 2.4302 -0.009 -0.005 0.012
C 0.2553 4.4577 2.9369 -0.020 0.013 0.001
S -0.1447 4.9196 4.5591 0.001 -0.001 -0.007
N -1.5371 5.7928 4.3627 -0.006 -0.011 0.017
O -0.4176 3.7034 5.2623 -0.001 0.003 -0.004
O 0.8133 5.8679 5.0485 0.001 0.003 -0.002
N 0.6244 5.3443 1.9503 0.024 -0.003 0.004
C 0.7192 6.7902 2.0730 0.002 -0.002 0.003
C 0.8914 4.6363 0.8320 -0.026 -0.003 -0.008
C 0.8784 -0.0490 -0.6436 0.002 0.002 -0.011
C 0.7188 -1.4134 0.0433 -0.006 -0.004 0.010
C 1.8092 -2.4311 -0.3057 0.005 0.003 -0.004
C 2.1797 -2.4692 -1.7905 0.033 0.000 -0.002
N 1.0435 -2.2351 -2.6830 -0.004 0.000 0.001
C -0.0489 -3.0416 -2.7624 -0.003 0.008 0.006
O -1.1232 -2.6469 -3.2001 0.006 -0.006 0.000
C 0.0340 -4.4537 -2.2908 -0.020 0.018 0.014
F 1.2621 -5.0363 -2.2050 -0.017 -0.031 -0.010
C -1.0274 -5.1671 -1.9622 0.030 -0.016 -0.016
C -1.1878 -6.5740 -1.4371 0.008 -0.002 0.028
C -2.7081 -6.2903 -1.2746 -0.016 -0.016 0.004
C -2.5078 -4.8908 -1.9203 -0.020 0.014 -0.023
C 0.8473 -0.8416 -3.0851 0.008 0.002 -0.022
C 0.1850 0.0139 -2.0117 0.000 -0.006 0.008
H -1.0913 0.1684 1.4982 0.001 -0.002 0.001
H -1.3638 1.8503 1.0331 0.000 -0.003 -0.001
H -1.6261 0.5673 -0.1406 0.004 0.002 0.000
H 0.0650 2.2920 2.9936 0.000 0.000 -0.001
H -2.3598 5.2058 4.4300 0.003 0.002 -0.003
H -1.5590 6.5543 5.0310 0.002 0.002 -0.006
H 1.0395 7.1893 1.1146 -0.001 0.000 0.000
H -0.2518 7.2081 2.3336 0.002 -0.002 -0.002
H 1.4397 7.0559 2.8425 0.004 0.001 0.003
H 1.2239 5.1157 -0.0737 -0.003 0.000 -0.001
H 1.9404 0.1635 -0.7845 -0.004 0.002 0.008
H 0.7321 -1.2677 1.1255 0.002 0.004 0.000
H -0.2639 -1.8287 -0.2022 0.000 -0.001 -0.003
H 2.7181 -2.2051 0.2585 -0.001 -0.003 0.002
H 1.4814 -3.4213 0.0191 -0.004 -0.001 -0.006
H 2.8908 -1.6735 -2.0100 -0.006 0.009 0.001
H 2.6751 -3.4037 -2.0357 0.002 0.023 0.009
H -0.9410 -7.3453 -2.1676 -0.011 0.012 -0.017
H -0.6363 -6.7872 -0.5211 -0.005 0.000 0.000
H -3.3626 -6.9632 -1.8242 0.002 0.001 0.000
H -3.0371 -6.2560 -0.2379 0.013 0.010 0.003
H -2.8004 -4.0262 -1.3252 0.003 -0.004 0.006
H -2.9459 -4.7713 -2.9103 0.006 -0.011 0.001
H 1.8308 -0.4395 -3.3346 0.001 -0.001 0.005
H 0.2373 -0.8300 -3.9855 -0.006 -0.003 0.005
H -0.8537 -0.3104 -1.9171 0.002 -0.003 0.004
H 0.1900 1.0501 -2.3543 0.003 0.003 -0.004
```
Positions in Å, forces in eV/Å.

SMILES string   CN(C(=O)c1cc(S(N)(=O)=O)n(C)c1)[C@H]1CCCN(C(=O)C(F)=C2CCC2)CC1
Total charge   0
Maximum force   0.3 eV Å⁻¹
Energy relative to the best compared isomer or geometry (same formula, charge and spin)   5.1 kJ/mol
LUMO   0.49 eV


No. 5
Here is 2 unconnected molecules or ions with the total composition C4H8IP at a distorted geometry from the OMol25 dataset. Energies are from ωB97M-V/def2-TZVPD.

```
14
Properties=species:S:1:pos:R:3:forces:R:3
C -0.5982 -0.9047 0.6380 -0.406 -1.096 -0.039
C 0.6996 -0.8848 0.3689 1.097 0.146 -1.339
C -1.6446 -1.3874 -0.2948 0.484 -5.271 0.208
C 0.4436 2.3317 -0.1847 0.891 -2.797 1.942
P 1.7685 0.3851 1.1295 -0.605 0.622 -1.165
I 3.7550 -0.2157 -0.2094 -0.110 0.317 0.246
H -0.9773 -0.5117 1.5283 -0.272 1.132 1.428
H 1.1442 -1.3872 -0.5483 -0.931 0.585 1.104
H -2.6999 -1.6814 -0.0316 1.337 0.138 0.850
H -1.8031 -0.5846 -0.8729 -0.494 2.710 -2.990
H -1.1953 -2.3141 -0.8843 -1.038 2.108 0.712
H 1.0215 2.9459 -0.7628 1.486 1.448 -1.280
H 0.1879 2.6374 0.7901 -0.650 0.505 0.740
H -0.1019 1.5713 -0.6659 -0.788 -0.548 -0.416
```
Positions in Å, forces in eV/Å.

Total charge   0
Maximum force   5.3 eV Å⁻¹
Energy relative to the best compared isomer or geometry (same formula, charge and spin)   224.1 kJ/mol
LUMO (alpha / beta)   -0.37 / -0.74 eV


No. 6
Here is a molecular structure, C19H25AgN2O5Sb at a distorted geometry from the OMol25 dataset. Energies are from ωB97M-V/def2-TZVPD.

```
53
Properties=species:S:1:pos:R:3:forces:R:3
Ag -0.7016 0.5103 -0.8249 0.810 -0.686 -0.141
O 1.3777 1.2834 1.6605 -2.005 0.697 2.671
C 0.2676 1.1969 2.3597 1.482 -0.561 -0.420
O 0.0467 0.4179 3.3179 0.135 1.203 -1.238
C -0.8301 2.1524 1.8967 -0.476 0.047 1.850
C -1.5264 2.8469 2.9307 -0.061 -0.805 -2.131
C -2.5146 3.6914 2.4360 -1.106 -0.278 1.160
C -2.9171 3.6515 1.1152 0.290 0.248 -1.750
C -2.1865 2.9085 0.1361 0.576 0.395 4.070
N -1.1250 2.2069 0.6058 -0.509 0.880 -0.068
C -2.5157 2.8687 -1.3036 -0.301 -0.214 -1.607
O -3.3116 3.7283 -1.6925 -0.167 0.119 -0.024
O -1.9558 1.9680 -2.0041 -0.318 0.255 0.022
H -1.4371 2.5082 3.9617 0.400 0.620 -0.193
H -3.1606 4.2677 3.1220 0.505 -0.269 -0.261
H -3.8004 4.2295 0.8175 0.535 -0.253 -0.093
O -1.6288 -0.7730 1.4882 -0.633 -0.341 0.523
C -2.4771 -1.8969 1.3326 1.442 -0.211 1.055
C -2.6439 -2.1461 -0.1313 -1.141 -1.505 -0.212
C -3.2710 -3.3412 -0.5522 0.689 -0.356 -0.022
C -3.5601 -3.4955 -1.9085 -0.134 -0.653 0.952
C -3.3333 -2.4160 -2.7507 -0.756 -1.109 -1.935
C -2.6798 -1.3508 -2.2715 0.712 1.563 0.597
N -2.2753 -1.2668 -1.0097 0.032 1.546 0.513
H -1.5348 -0.4786 2.4195 0.150 -0.381 -0.443
H -3.4534 -1.7577 1.8494 0.382 -0.090 -0.499
H -1.9921 -2.8337 1.7640 -0.549 0.928 -0.224
H -3.3085 -4.1545 0.1975 -0.491 0.420 -0.686
H -3.9492 -4.4477 -2.2849 0.047 0.434 0.132
H -3.5806 -2.4004 -3.8256 -0.081 -0.328 0.709
H -2.4879 -0.4321 -2.8089 0.119 -0.156 -0.557
C 2.4499 -2.5100 -2.0669 1.670 0.997 -3.002
C 2.6741 -0.9921 -1.9466 0.000 -0.189 2.056
Sb 1.8466 0.0885 -0.0774 0.988 -1.450 -1.822
C 3.4221 1.6353 -0.2220 -0.467 -2.154 -1.372
C 2.9259 3.0012 -0.6178 0.770 0.738 2.004
C 2.8721 -1.2526 1.3928 -0.719 -0.044 -0.866
C 4.2100 -1.8158 0.9146 0.053 0.188 -0.638
H 2.7386 -2.7830 -3.1472 -0.365 0.038 1.202
H 1.4189 -2.7370 -2.0259 -1.202 -0.422 0.517
H 3.0695 -3.1672 -1.4784 -0.027 0.034 0.685
H 2.1781 -0.4467 -2.7155 -0.620 0.281 -0.763
H 3.6879 -0.6229 -1.9414 0.708 -0.535 -0.323
H 4.0968 1.1790 -1.0039 -0.218 0.648 1.192
H 3.7700 1.5296 0.8015 0.517 0.381 -0.114
H 3.4812 3.7384 0.0160 -0.249 -0.136 -0.821
H 1.9094 3.1239 -0.3026 -0.789 0.150 -0.041
H 3.0245 3.2474 -1.6531 0.110 0.025 -0.645
H 2.1333 -2.0403 1.5989 0.251 0.227 0.098
H 2.9448 -0.5986 2.2380 -0.010 0.146 0.619
H 4.1848 -1.7316 -0.1753 0.436 -0.237 0.038
H 4.3565 -2.8977 1.1283 0.060 0.744 0.215
H 5.0714 -1.1932 1.2412 -0.477 -0.589 0.031
```
Positions in Å, forces in eV/Å.

Total charge   -1
Maximum force   4.1 eV Å⁻¹
Energy relative to the best compared isomer or geometry (same formula, charge and spin)   168.3 kJ/mol
LUMO   2.61 eV